Record 1
Formula: C44H52Cl2N6OSZr
Source: the OMol25 dataset
Level of theory: ωB97M-V/def2-TZVPD

Its gap between HOMO and LUMO is 7.439 eV. As for the net charge: +2. For the HOMO energy, the calculation gives -12.69 eV.

Atoms and positions in Å:
Zr: 0.53 0.00 0.03
C: 5.48 -2.75 1.78
C: 4.04 -3.13 1.52
N: 3.11 -2.43 2.43
C: 2.86 -3.09 3.72
C: 1.62 -3.97 3.67
C: 2.53 -1.30 2.12
S: 3.00 -0.45 0.66
N: 1.71 -0.76 3.06
C: 0.50 -0.38 2.91
O: -0.20 -0.63 1.80
C: -0.21 0.35 3.97
C: 0.48 0.79 5.10
C: -0.18 1.49 6.09
C: -1.53 1.77 5.96
C: -2.23 1.34 4.84
C: -1.57 0.64 3.84
H: 6.14 -3.30 1.11
H: 5.78 -2.98 2.81
H: 5.64 -1.69 1.61
H: 3.87 -4.20 1.68
H: 3.74 -2.91 0.50
H: 2.76 -2.32 4.48
H: 3.75 -3.68 3.94
H: 0.73 -3.37 3.48
H: 1.49 -4.48 4.62
H: 1.71 -4.73 2.89
H: 1.54 0.57 5.19
H: 0.36 1.83 6.96
H: -2.05 2.32 6.73
H: -3.29 1.54 4.74
H: -2.11 0.31 2.96
C: -5.74 2.23 -2.14
C: -5.04 3.50 -1.78
C: -5.70 4.73 -1.79
C: -5.05 5.90 -1.46
C: -3.70 5.88 -1.12
C: -3.01 4.68 -1.11
C: -3.69 3.50 -1.42
N: -3.00 2.25 -1.45
C: -1.98 1.87 -0.65
N: -1.87 2.44 0.55
C: -0.67 2.73 1.29
C: 0.54 2.08 1.01
C: 1.64 2.55 1.76
C: 1.53 3.54 2.72
C: 0.29 4.10 2.99
C: -0.83 3.71 2.28
C: -2.17 4.32 2.60
N: -1.14 0.90 -1.04
C: -1.03 0.62 -2.45
C: -1.78 -0.36 -2.97
C: -1.82 -0.99 -4.28
C: -0.84 -0.96 -5.19
C: 0.29 1.24 -4.60
C: 0.00 1.49 -3.12
C: -0.12 2.97 -2.80
H: -6.80 2.42 -2.30
H: -5.65 1.48 -1.36
H: -5.35 1.80 -3.07
H: -6.75 4.75 -2.06
H: -5.59 6.84 -1.47
H: -3.18 6.80 -0.88
H: -1.96 4.67 -0.89
H: -3.18 1.65 -2.24
H: -2.65 3.04 0.78
H: 2.62 2.11 1.59
H: 2.41 3.87 3.26
H: 0.19 4.85 3.76
H: -2.08 5.00 3.44
H: -2.91 3.56 2.89
H: -2.59 4.89 1.77
H: -2.50 -0.77 -2.27
H: -2.71 -1.57 -4.49
H: -0.99 -1.50 -6.12
H: 1.20 1.78 -4.84
H: 0.68 3.52 -3.29
H: -0.03 3.14 -1.73
H: -1.07 3.35 -3.16
C: -2.51 -5.14 -0.12
N: -2.33 -3.80 0.50
C: -2.76 -2.72 -0.43
C: -0.91 -3.56 1.02
C: 0.12 -3.55 -0.07
C: 0.67 -4.79 -0.41
C: 1.59 -4.91 -1.44
C: 1.95 -3.76 -2.13
C: 1.43 -2.53 -1.76
C: 0.51 -2.35 -0.71
H: -3.56 -5.25 -0.41
H: -2.24 -5.91 0.60
H: -1.87 -5.21 -1.00
H: -2.93 -3.76 1.32
H: -2.14 -2.79 -1.32
H: -2.61 -1.76 0.05
H: -3.81 -2.87 -0.67
H: -0.74 -4.37 1.74
H: -0.96 -2.61 1.55
H: 0.39 -5.67 0.15
H: 2.01 -5.87 -1.69
H: 2.66 -3.83 -2.95
H: 1.81 -1.67 -2.30
Cl: 1.65 1.01 -2.26
C: 0.44 -0.21 -5.03
Cl: -1.00 2.04 -5.56
H: 1.07 -0.73 -4.30
H: 1.00 -0.23 -5.97



Record 2
Formula: C44H53AsClN6OS3Si2Sn
Source: the OMol25 dataset
Level of theory: ωB97M-V/def2-TZVPD

Its gap between HOMO and LUMO is 5.951 eV. As for the net charge: +1. For the HOMO energy, the calculation gives -9.91 eV.

Atoms and positions in Å:
Sn: 1.14 1.59 1.48
C: 5.59 -0.75 0.67
C: 5.36 -1.51 2.01
N: 4.92 -0.66 3.12
C: 5.87 -0.31 4.24
C: 6.80 0.81 3.88
C: 3.70 -0.04 3.13
S: 2.40 -0.66 2.19
N: 3.50 0.84 4.09
C: 2.59 1.77 4.36
O: 1.71 2.26 3.56
C: 2.56 2.27 5.69
C: 3.24 1.58 6.72
C: 3.37 2.11 8.00
C: 2.69 3.29 8.31
C: 1.83 3.90 7.34
C: 1.76 3.39 6.04
H: 5.83 -1.43 -0.16
H: 6.44 -0.07 0.74
H: 4.72 -0.15 0.42
H: 6.19 -2.08 2.41
H: 4.56 -2.24 1.80
H: 6.40 -1.27 4.39
H: 5.18 -0.05 5.10
H: 7.67 0.49 3.25
H: 7.15 1.24 4.79
H: 6.33 1.59 3.26
H: 3.65 0.59 6.52
H: 3.97 1.65 8.80
H: 2.75 3.71 9.33
H: 1.31 4.78 7.70
H: 1.15 3.85 5.27
N: -2.62 3.80 2.47
C: -2.97 4.92 1.64
C: -4.36 5.26 1.60
C: -4.80 6.11 0.59
C: -3.84 6.64 -0.32
C: -2.52 6.24 -0.27
C: -2.01 5.46 0.76
S: -0.35 4.94 0.76
N: -0.53 3.40 1.48
C: -1.49 3.04 2.31
C: -1.55 1.68 2.82
C: -2.43 1.26 3.81
C: -2.61 -0.05 4.05
C: -2.06 -1.03 3.15
C: -1.12 -0.60 2.29
N: -0.80 0.74 2.16
H: -3.46 3.29 2.80
H: -5.03 4.94 2.44
H: -5.84 6.46 0.47
H: -4.23 7.32 -1.06
H: -1.90 6.46 -1.11
H: -3.06 2.07 4.32
H: -3.27 -0.36 4.89
H: -2.39 -2.10 3.24
H: -0.59 -1.20 1.52
S: 4.01 3.74 -3.58
C: 4.15 2.76 -2.11
N: 3.09 2.19 -1.61
C: 1.98 2.49 -2.49
C: 0.68 1.95 -2.43
C: -0.22 2.23 -3.43
C: 0.20 2.95 -4.55
C: 1.44 3.56 -4.63
C: 2.34 3.29 -3.65
H: 5.15 2.73 -1.62
H: 0.47 1.22 -1.63
H: -1.22 1.84 -3.40
H: -0.58 3.01 -5.36
H: 1.64 4.23 -5.46
C: -3.25 -6.23 -1.70
Si: -2.27 -4.75 -0.85
C: -0.71 -5.45 -0.11
C: -3.38 -4.42 0.68
As: -2.00 -2.77 -2.33
Si: -0.46 -3.79 -3.95
C: 1.30 -3.81 -3.42
C: -0.92 -5.59 -4.44
C: -0.59 -2.71 -5.53
H: -2.79 -6.58 -2.61
H: -4.33 -6.06 -1.77
H: -3.01 -7.04 -0.96
H: -0.91 -6.17 0.72
H: -0.02 -4.73 0.26
H: -0.17 -5.96 -0.89
H: -3.47 -5.39 1.22
H: -4.43 -4.23 0.42
H: -3.04 -3.64 1.42
H: 1.48 -3.50 -2.39
H: 1.83 -3.11 -4.05
H: 1.59 -4.83 -3.66
H: -1.09 -6.24 -3.54
H: -0.13 -6.02 -5.11
H: -1.82 -5.62 -5.09
H: -0.92 -1.67 -5.33
H: -1.25 -3.13 -6.27
H: 0.46 -2.71 -5.98
Cl: -3.48 0.84 -7.96
C: -3.80 -0.26 -6.67
C: -3.68 -1.65 -6.93
C: -3.79 -2.52 -5.88
C: -4.02 -2.11 -4.54
C: -3.78 -3.04 -3.41
C: -4.22 -0.73 -4.33
C: -4.24 0.16 -5.38
H: -3.48 -2.00 -7.92
H: -3.71 -3.60 -6.15
H: -4.50 -3.01 -2.58
H: -3.70 -4.09 -3.77
H: -4.36 -0.35 -3.30
H: -4.59 1.17 -5.15



Record 3
Formula: C44H53N7O6
Source: the OMol25 dataset
Level of theory: ωB97M-V/def2-TZVPD

Its gap between HOMO and LUMO is 4.098 eV. The energy relative to the best compared isomer or geometry (same formula, charge and spin) is 0.000 eV. As for the net charge: 0. For the HOMO energy, the calculation gives -6.72 eV.

Atoms and positions in Å:
C: -1.82 0.97 -0.45
C: -3.16 0.98 0.28
C: -4.13 0.34 -0.72
C: -3.14 0.06 1.50
C: -3.61 2.43 0.71
C: -4.71 2.94 0.02
C: -5.47 3.99 0.52
C: -5.06 4.62 1.67
C: -3.82 4.36 2.25
C: -3.45 5.39 3.39
C: -1.96 5.58 3.52
C: -4.07 4.89 4.70
C: -4.04 6.79 3.11
C: -3.08 3.21 1.80
N: -1.82 2.83 2.43
C: -1.72 2.38 3.83
C: -0.25 2.48 4.15
N: 0.40 2.66 2.84
C: 1.84 2.50 2.70
C: 2.40 1.17 2.66
C: 1.64 -0.20 2.76
C: 2.39 -1.30 1.99
C: 0.24 -0.16 2.16
C: 1.59 -0.62 4.23
C: 3.78 1.03 2.61
C: 4.63 2.11 2.50
C: 4.11 3.38 2.61
C: 2.74 3.62 2.72
C: 2.44 5.13 2.99
C: 3.35 6.03 2.13
C: 2.76 5.41 4.46
C: 1.02 5.52 2.66
C: -0.55 2.89 1.87
C: -0.38 3.33 0.56
C: 0.85 3.50 -0.18
C: 1.88 2.53 -0.27
C: 3.09 2.83 -0.89
C: 3.26 4.07 -1.54
C: 2.21 5.00 -1.56
C: 1.02 4.73 -0.88
H: -1.03 1.25 0.24
H: -1.56 -0.03 -0.83
H: -1.81 1.69 -1.28
H: -5.15 0.28 -0.32
H: -4.15 0.87 -1.68
H: -3.81 -0.69 -0.95
H: -4.15 -0.01 1.91
H: -2.80 -0.94 1.22
H: -2.48 0.45 2.28
H: -5.05 2.47 -0.90
H: -6.39 4.29 0.01
H: -5.72 5.38 2.10
H: -1.53 5.92 2.57
H: -1.72 6.33 4.30
H: -1.48 4.66 3.83
H: -5.15 5.07 4.69
H: -3.93 3.82 4.84
H: -3.64 5.42 5.56
H: -5.13 6.82 3.22
H: -3.63 7.52 3.82
H: -3.78 7.14 2.10
H: -2.33 2.98 4.51
H: -2.09 1.35 3.92
H: -0.01 3.34 4.79
H: 0.13 1.59 4.65
H: 3.32 -1.59 2.49
H: 1.78 -2.22 1.94
H: 2.62 -0.99 0.96
H: -0.35 0.62 2.63
H: 0.27 0.01 1.08
H: -0.30 -1.10 2.36
H: 1.21 0.18 4.88
H: 0.95 -1.50 4.36
H: 2.60 -0.86 4.59
H: 4.23 0.04 2.66
H: 5.70 1.96 2.37
H: 4.80 4.21 2.66
H: 3.35 5.71 1.08
H: 3.00 7.07 2.16
H: 4.38 6.04 2.50
H: 2.15 4.78 5.13
H: 3.82 5.20 4.67
H: 2.57 6.46 4.71
H: 0.34 4.90 3.24
H: 0.84 6.57 2.94
H: 0.79 5.38 1.60
H: -1.29 3.71 0.10
H: 1.74 1.57 0.24
H: 3.91 2.11 -0.87
H: 4.21 4.31 -2.03
H: 2.32 5.94 -2.10
H: 0.23 5.47 -0.83
O: -2.26 -9.23 1.15
N: -1.98 -8.27 0.47
C: -1.19 -7.13 0.56
C: -1.40 -6.36 -0.59
N: -2.21 -7.01 -1.47
O: -2.59 -8.15 -0.82
C: -0.73 -5.06 -0.73
N: -0.73 -4.36 -1.99
O: -1.52 -4.66 -2.89
O: 0.12 -3.45 -2.12
C: 0.11 -4.58 0.30
C: 0.28 -5.40 1.44
N: 1.15 -5.30 2.53
O: 2.00 -4.47 2.84
O: 0.94 -6.43 3.34
N: 0.01 -7.28 2.78
C: -0.36 -6.66 1.62
H: 0.68 -3.65 0.23



Number 1: M 875.14 g mol⁻¹. Number 2: M 1063.41 g mol⁻¹. Number 3: M 775.95 g mol⁻¹.